Molecular formula: C12H18N6O2PPdS2
Method: DFT, ωB97M-V/def2-TZVPD

Last column: Mulliken charge in e.
CARTESIAN COORDINATES (ANGSTROEM)
1 Pd -0.17631 -0.37034 0.85867  -0.379
2 N -0.83210 -0.87303 -3.46674  -0.402
3 C -1.69649 0.15838 -3.09988  0.429
4 N -2.18994 0.85443 -4.15589  -0.754
5 C -2.92619 1.90950 -3.83381  0.448
6 N -3.51546 2.61806 -4.87544  -0.497
7 N -3.11159 2.39199 -2.56488  -0.679
8 C -2.69883 1.46342 -1.53957  -0.224
9 N -2.01077 0.33233 -1.86369  -0.400
10 C -3.12447 1.71010 -0.23127  0.623
11 C -4.03190 2.74106 0.11947  -0.648
12 C -4.31174 2.96786 1.45461  -0.235
13 C -3.68220 2.23530 2.44725  -0.749
14 C -2.91857 1.14559 2.04075  0.072
15 N -2.64442 0.90310 0.81279  -0.208
16 H -0.54415 -0.82272 -4.44508  0.228
17 H -0.28878 -1.36369 -2.75838  0.270
18 H -3.71231 2.00475 -5.66420  0.256
19 H -4.29137 3.21527 -4.58977  0.263
20 H -4.59574 3.34704 -0.54569  0.403
21 H -5.00709 3.71417 1.83736  0.335
22 H -3.87727 2.36396 3.51003  0.346
23 H -2.27578 0.59688 2.79327  0.238
24 C 4.17058 -2.73221 -0.45008  -0.945
25 C 2.68743 -2.97128 -0.61239  -0.182
26 O 1.96996 -2.68459 0.57219  -0.411
27 P 1.83266 -1.14143 1.15619  1.094
28 S 0.62458 -1.66006 2.89086  -0.749
29 S 1.90709 0.09903 -0.41824  -0.591
30 O 3.30641 -0.90593 1.94237  -0.312
31 C 3.82982 -1.50551 3.04548  -0.014
32 C 4.38882 -0.47530 4.01668  -1.311
33 H 4.75466 -2.94957 -1.33510  0.406
34 H 4.58925 -3.41691 0.30289  0.208
35 H 4.35807 -1.74050 -0.06743  0.228
36 H 2.40858 -4.01950 -0.97873  0.297
37 H 2.24641 -2.33482 -1.37618  0.152
38 H 4.62547 -2.19991 2.70741  0.118
39 H 2.99775 -2.07189 3.46100  0.288
40 H 5.28720 0.04608 3.64572  0.296
41 H 4.69665 -0.92495 4.98680  0.343
42 H 3.78209 0.34583 4.27067  0.348

Highest occupied orbital energy (alpha / beta) in eV: 0.63 / -0.69
Total charge: -2
Multiplicity: 2
Relative energy (zero: lowest compared OMol25 entry of this formula, charge and spin) in kcal per mole: 23.7
E_LUMO (alpha / beta) in eV: 5.2 / 5.2
Total energy in eV: -60213.464

---

Molecular formula: C12H18NO2
Method: DFT, ωB97M-V/def2-TZVPD

Last column: Mulliken charge in e.
CARTESIAN COORDINATES (ANGSTROEM)
1 C -3.55493 1.24060 -0.48581  -0.498
2 C -3.15000 0.21717 -1.33871  -0.706
3 C -3.01199 1.40949 0.78383  -0.462
4 C -2.14864 -0.64638 -0.91856  -0.543
5 C -1.99249 0.63874 1.16936  -0.585
6 C -1.63289 -0.48642 0.36164  1.097
7 C 1.81202 -2.39217 -0.77006  -1.145
8 C 1.18605 -1.25371 -0.63423  0.586
9 C 3.32041 1.27971 -0.07059  -1.688
10 C 1.35051 0.10187 -1.25815  -0.823
11 C 1.81184 1.24504 -0.26926  0.321
12 C -0.60037 -1.45535 0.76397  -0.066
13 N 0.96525 1.22577 1.00484  -0.143
14 O -0.85341 -2.76826 0.76814  -0.595
15 O -0.08902 -1.00856 2.00262  -0.587
16 H -4.42088 1.83602 -0.55791  0.409
17 H -3.56544 0.16160 -2.35964  0.378
18 H -3.34902 2.24282 1.44165  0.361
19 H -1.78803 -1.42519 -1.59333  0.372
20 H -1.55918 0.74885 2.15749  0.544
21 H 1.60368 -3.38451 -0.41830  0.320
22 H 2.68198 -2.48834 -1.45449  0.253
23 H 3.70725 1.17292 -1.03489  0.478
24 H 3.78913 0.41018 0.36467  0.407
25 H 3.72821 2.19474 0.38384  0.399
26 H 0.52534 0.41800 -1.79425  0.361
27 H 2.23253 -0.06576 -1.97956  0.453
28 H 1.74391 2.23467 -0.72200  0.278
29 H 0.75136 0.15819 1.22636  0.295
30 H 0.17143 1.84865 0.93799  0.399
31 H 1.46877 1.74826 1.71908  0.356
32 H -1.20153 -3.34710 0.02788  0.442
33 H 0.06813 -1.81160 2.54637  0.330

Highest occupied orbital energy in eV: -11.36
Total charge: +1
Relative energy (zero: lowest compared OMol25 entry of this formula, charge and spin) in kcal per mole: 94.6
E_LUMO in eV: -3.0
Total energy in eV: -18310.920

---

Molecular formula: C12H18NO4PS
Method: DFT, ωB97M-V/def2-TZVPD

Last column: Mulliken charge in e.
CARTESIAN COORDINATES (ANGSTROEM)
1 C 2.95174 1.95634 -1.77196  -1.294
2 C 1.72183 1.54613 -2.60579  0.476
3 C 0.77836 2.75159 -2.66549  -1.299
4 O 1.00770 0.51824 -1.87953  -0.224
5 C 0.23409 -0.37646 -2.52726  0.501
6 O 0.34319 -0.57895 -3.76025  -0.680
7 C -0.76030 -1.20706 -1.76615  0.204
8 C -1.65174 -2.01844 -2.47083  -0.473
9 C -2.57796 -2.87154 -1.80863  -0.695
10 C -2.68894 -2.80982 -0.41082  -0.617
11 C -1.79256 -1.99554 0.33385  -0.286
12 C -0.84308 -1.22796 -0.34372  0.588
13 O 0.05176 -0.53053 0.44180  -0.371
14 P -0.68905 0.63320 1.28287  0.475
15 S -1.45216 1.99407 0.10185  -0.421
16 O 0.31730 1.39758 2.33453  -0.354
17 C 1.11014 0.47956 3.08237  -0.313
18 C 0.34422 -0.08055 4.36550  -0.679
19 N -0.64835 -1.12643 4.07905  -0.422
20 H 3.68876 1.16354 -1.80224  0.344
21 H 3.43922 2.86610 -2.09100  0.425
22 H 2.59182 2.08847 -0.70357  0.216
23 H 2.01199 1.21171 -3.64166  0.331
24 H -0.17044 2.52629 -3.19051  0.325
25 H 0.55788 3.15040 -1.67198  0.222
26 H 1.27463 3.54014 -3.22788  0.466
27 H -1.63691 -1.96456 -3.56730  0.427
28 H -3.19988 -3.53674 -2.38392  0.416
29 H -3.36767 -3.51357 0.07143  0.361
30 H -1.80700 -2.04250 1.41178  0.533
31 H -1.72960 0.00627 2.04230  0.052
32 H 1.98877 1.02768 3.43315  0.372
33 H 1.52473 -0.34618 2.46344  0.279
34 H -0.23280 0.76147 4.80718  0.291
35 H 1.10998 -0.44494 5.07294  0.375
36 H -0.25974 -2.01764 4.37033  0.210
37 H -1.53990 -0.92936 4.59617  0.238

Highest occupied orbital energy in eV: -8.47
SMILES: CC(C)OC(=O)c1ccccc1O[P@H](=S)OCCN
Total charge: 0
E_LUMO in eV: 0.3
Total energy in eV: -42540.850

---

Molecular formula: C12H18OSi
Method: DFT, ωB97M-V/def2-TZVPD

Last column: Mulliken charge in e.
CARTESIAN COORDINATES (ANGSTROEM)
1 C -2.46015 -2.16099 2.29853  -1.711
2 C -2.01640 -0.98012 1.42891  0.855
3 C -2.51345 -1.19896 -0.00577  -0.799
4 C -2.44400 0.03968 -0.89304  -0.475
5 O -1.12831 0.42416 -1.19694  -0.364
6 Si -0.03431 0.80025 -0.04840  0.353
7 C -0.33253 2.50984 0.73552  -1.184
8 C 1.65016 0.61067 -0.85433  0.365
9 C 2.73947 1.31074 -0.34474  -0.494
10 C 3.99212 1.20417 -0.91700  -0.555
11 C 4.18053 0.38349 -2.01636  -0.421
12 C 3.11135 -0.32999 -2.52910  -0.517
13 C 1.86019 -0.21757 -1.95187  -0.124
14 C -0.51191 -0.80702 1.49313  -1.317
15 H -3.54687 -2.20075 2.36006  0.417
16 H -2.05960 -2.06840 3.30461  0.417
17 H -2.10251 -3.09792 1.87612  0.353
18 H -2.48960 -0.07179 1.81788  0.161
19 H -3.55671 -1.51674 0.02575  0.414
20 H -1.92660 -1.99305 -0.47071  0.293
21 H -2.93497 -0.15953 -1.85081  0.305
22 H -2.96334 0.87260 -0.40253  0.289
23 H -1.38784 2.65823 0.95116  0.344
24 H 0.21164 2.63219 1.66485  0.364
25 H -0.01961 3.30493 0.06279  0.361
26 H 2.59879 1.95362 0.51086  0.294
27 H 4.82209 1.76243 -0.50583  0.377
28 H 5.15785 0.30308 -2.46805  0.372
29 H 3.25387 -0.97561 -3.38389  0.366
30 H 1.02931 -0.77209 -2.36175  0.381
31 H -0.18163 -0.50705 2.47870  0.465
32 H 0.00295 -1.71252 1.19226  0.413

Highest occupied orbital energy in eV: -8.54
SMILES: C[C@@H]1CCO[Si@](C)(c2ccccc2)C1
Total charge: 0
Relative energy (zero: lowest compared OMol25 entry of this formula, charge and spin) in kcal per mole: 0.0
E_LUMO in eV: 0.9
Total energy in eV: -22662.387

---

Molecular formula: C12H19BaGeN3O2SSe
Method: DFT, ωB97M-V/def2-TZVPD

Last column: Mulliken charge in e.
CARTESIAN COORDINATES (ANGSTROEM)
1 Ba -0.47241 0.70218 1.92510  1.628
2 O -1.96251 -2.07662 0.26100  -0.638
3 N -1.80821 -0.89942 0.68560  -0.509
4 N -2.69741 -0.02192 0.50940  1.369
5 O -2.41851 1.17688 0.90780  -1.116
6 C -3.92271 -0.21882 -0.16870  -0.003
7 C -4.64601 -1.39692 -0.03230  -0.195
8 C -5.82411 -1.54312 -0.74280  -0.607
9 C -6.26890 -0.53432 -1.57980  -0.374
10 C -5.54611 0.64158 -1.70290  -0.507
11 C -4.37631 0.80718 -0.98950  -0.231
12 H -4.29321 -2.17922 0.62060  0.431
13 H -6.39940 -2.45082 -0.63890  0.366
14 H -7.18701 -0.65952 -2.13130  0.384
15 H -5.89191 1.42288 -2.36160  0.361
16 H -3.79641 1.71418 -1.05440  0.415
17 C 5.79009 0.96298 -1.04910  -1.119
18 Ge 3.88100 0.95648 -0.48890  0.505
19 C 3.40839 2.55098 0.60540  -0.981
20 C 2.67559 0.87288 -2.06720  -1.124
21 C 3.69580 -0.67342 0.67730  -0.988
22 Se 1.93589 -1.26872 1.33250  -0.102
23 C 1.24969 -2.10102 -0.28140  -0.816
24 H 6.00550 1.83518 -1.65900  0.357
25 H 6.01390 0.07528 -1.63500  0.365
26 H 6.44949 0.97848 -0.18570  0.363
27 H 3.47860 3.45958 0.01170  0.362
28 H 4.07349 2.64878 1.46040  0.349
29 H 2.38219 2.46298 0.97590  0.166
30 H 2.90039 1.69258 -2.74410  0.382
31 H 1.63309 0.96018 -1.76380  0.285
32 H 2.80609 -0.05892 -2.60900  0.359
33 H 4.27000 -0.48812 1.58890  0.411
34 H 4.13800 -1.54472 0.18860  0.389
35 H 0.99809 -1.35592 -1.03640  0.239
36 H 0.34039 -2.62722 0.01610  0.284
37 H 1.98509 -2.80682 -0.66800  0.379
38 S -1.46231 -0.67392 6.54870  -0.444
39 C -0.82131 -0.30842 5.15320  0.493
40 N -0.31611 -0.03322 4.12170  -0.890

Highest occupied orbital energy in eV: -7.86
Total charge: 0
E_LUMO in eV: -0.3
Total energy in eV: -154705.660

---

Molecular formula: C12H19Cl2GaN3O
Method: DFT, ωB97M-V/def2-TZVPD

Last column: Mulliken charge in e.
CARTESIAN COORDINATES (ANGSTROEM)
1 Ga 2.18633 -1.06504 -0.36371  0.290
2 Cl 0.17971 -1.87921 -0.79569  -0.430
3 Cl 3.53293 -0.03146 -1.74537  -0.422
4 C 3.17196 -2.34741 0.53687  -1.245
5 H 4.26233 -2.25918 0.49004  0.179
6 H 2.77594 -3.31389 0.86867  0.380
7 C -0.61770 1.38389 -1.33078  -0.098
8 C 0.50542 1.11323 -1.89624  -0.844
9 H -0.63796 1.91112 -0.37378  0.419
10 C 0.61122 0.47369 -3.26347  -0.628
11 H 1.44316 1.44085 -1.44552  0.905
12 C -0.75277 0.40829 -3.97431  -0.905
13 H 1.34075 1.01185 -3.88314  0.323
14 H 0.99226 -0.55312 -3.16982  0.253
15 C -1.85242 -0.00927 -3.00582  -0.588
16 H -0.97908 1.40659 -4.36823  0.315
17 H -0.70533 -0.28452 -4.82166  0.368
18 C -1.96399 1.01431 -1.86140  -0.661
19 H -2.81253 -0.10528 -3.52570  0.364
20 H -1.59595 -0.98002 -2.56366  0.174
21 H -2.47130 1.91702 -2.23666  0.320
22 H -2.59496 0.61645 -1.05681  0.214
23 C 1.82191 -1.35091 3.14903  -0.487
24 N 0.62156 -0.60040 2.79358  0.420
25 C -0.48955 -0.76566 3.57233  0.049
26 C -1.59146 -0.00433 3.34151  -0.956
27 C -1.49495 0.98829 2.33689  0.912
28 N -0.40523 1.13369 1.59005  -0.363
29 C 0.62846 0.31414 1.76481  0.010
30 O 1.65192 0.36653 0.98462  -0.460
31 N -2.52920 1.81950 2.06742  -0.403
32 H 2.34728 -1.73010 2.25225  -0.021
33 H 1.49385 -2.18524 3.77234  0.296
34 H 2.50453 -0.71565 3.72939  0.246
35 H -0.39030 -1.51642 4.35394  0.326
36 H -2.50578 -0.10771 3.91647  0.292
37 H -3.32509 1.85717 2.68531  0.201
38 H -2.35596 2.62821 1.47623  0.254

Highest occupied orbital energy in eV: -1.33
Total charge: -1
Relative energy (zero: lowest compared OMol25 entry of this formula, charge and spin) in kcal per mole: 0.0
E_LUMO in eV: 2.4
Total energy in eV: -96693.257